(1)
Molecular formula: C2H8N3S
Method: DFT, ωB97M-V/def2-TZVPD

Calculated values
Kohn-Sham gap = 8.07 eV
HOMO energy = -12.0 eV
multiplicity = 1
relative energy (zero: lowest compared OMol25 entry of this formula, charge and spin) = 58.74 kcal/mol
total charge = +1
strongest force on any atom = 0.084 hartree/bohr
LUMO = -3.92 eV

Last columns: bonded neighbours and bond lengths (Å).
Positions of all 14 atoms, in Å:
1 C 4.14 0.29 0.67  S6 1.592, H7 1.143, H8 1.177
2 C -2.33 -0.28 -0.19  N3 1.376, N4 1.356, H9 1.198
3 N -1.00 0.03 -0.37  C2 1.376, N5 1.436, H10 1.015
4 N -2.87 -1.45 -0.60  C2 1.356, H11 1.084, H12 1.033
5 N -0.56 1.31 0.10  N3 1.436, H13 1.071, H14 0.992
6 S 2.84 -0.01 -0.20  C1 1.592
7 H 4.12 0.21 1.81  C1 1.143
8 H 5.17 0.54 0.15  C1 1.177
9 H -2.93 0.64 0.30  C2 1.198
10 H -0.34 -0.50 -0.94  N3 1.015
11 H -2.16 -2.12 -1.06  N4 1.084
12 H -3.86 -1.70 -0.51  N4 1.033
13 H -0.59 1.64 1.12  N5 1.071
14 H 0.36 1.39 -0.28  N5 0.992

=====

(2)
Molecular formula: C2H8N3S
Method: DFT, ωB97M-V/def2-TZVPD

Calculated values
Kohn-Sham gap (spin up / spin down) = 5.78 / 6.41 eV
HOMO energy (spin up / spin down) = -9.3 / -13.5 eV
multiplicity = 3
relative energy (zero: lowest compared OMol25 entry of this formula, charge and spin) = 75.44 kcal/mol
expectation value of S² = 2.007
total charge = +1
strongest force on any atom = 0.091 hartree/bohr
LUMO (spin up / spin down) = -3.57 / -7.06 eV

Last columns: bonded neighbours and bond lengths (Å).
Positions of all 14 atoms, in Å:
1 C 0.40 0.43 0.73  C2 1.436, N4 1.440, S6 1.988, H7 1.124
2 C -0.48 0.29 -0.39  C1 1.436, N5 1.464, S6 1.864, H8 1.086
3 N 2.25 0.00 -0.72  N4 1.453, H9 0.969, H10 1.010
4 N 1.77 -0.01 0.65  C1 1.440, N3 1.453, H11 1.001
5 N -1.77 -0.32 -0.04  C2 1.464, H12 1.074, H13 1.045, H14 1.053
6 S -0.45 2.10 0.06  C1 1.988, C2 1.864
7 H -0.17 0.48 1.70  C1 1.124
8 H 0.02 -0.01 -1.30  C2 1.086
9 H 2.91 -0.71 -0.70  N3 0.969
10 H 2.87 0.79 -0.84  N3 1.010
11 H 2.30 0.47 1.35  N4 1.001
12 H -2.18 -0.75 -0.93  N5 1.074
13 H -2.28 0.50 0.38  N5 1.045
14 H -1.53 -1.07 0.65  N5 1.053

=====

Number 1: energy -643.1080 a.u.. Number 2: energy -642.9680 a.u..